{
  "formula": "C66H179N9O28",
  "method": "ωB97M-V with the def2-TZVPD basis set",
  "species": ["C", "O", "C", "C", "N", "C", "C", "O", "C", "H", "H", "H", "H", "H", "H", "H", "H", "H", "H", "H", "H", "H", "H", "H", "C", "O", "C", "C", "N", "C", "C", "O", "C", "H", "H", "H", "H", "H", "H", "H", "H", "H", "H", "H", "H", "H", "H", "H", "C", "O", "C", "C", "N", "C", "C", "O", "C", "H", "H", "H", "H", "H", "H", "H", "H", "H", "H", "H", "H", "H", "H", "H", "C", "O", "C", "C", "N", "C", "C", "O", "C", "H", "H", "H", "H", "H", "H", "H", "H", "H", "H", "H", "H", "H", "H", "H", "C", "O", "C", "C", "N", "C", "C", "O", "C", "H", "H", "H", "H", "H", "H", "H", "H", "H", "H", "H", "H", "H", "H", "H", "C", "O", "C", "C", "N", "C", "C", "O", "C", "H", "H", "H", "H", "H", "H", "H", "H", "H", "H", "H", "H", "H", "H", "H", "C", "O", "C", "C", "N", "C", "C", "O", "C", "H", "H", "H", "H", "H", "H", "H", "H", "H", "H", "H", "H", "H", "H", "H", "C", "O", "C", "C", "N", "C", "C", "O", "C", "H", "H", "H", "H", "H", "H", "H", "H", "H", "H", "H", "H", "H", "H", "H", "C", "O", "C", "C", "N", "C", "C", "O", "C", "H", "H", "H", "H", "H", "H", "H", "H", "H", "H", "H", "H", "H", "H", "H", "C", "O", "H", "H", "H", "H", "C", "O", "H", "H", "H", "H", "C", "O", "H", "H", "H", "H", "C", "O", "H", "H", "H", "H", "C", "O", "H", "H", "H", "H", "C", "O", "H", "H", "H", "H", "C", "O", "H", "H", "H", "H", "C", "O", "H", "H", "H", "H", "C", "C", "O", "H", "H", "H", "H", "H", "H", "C", "C", "O", "H", "H", "H", "H", "H", "H"],
  "xyz": [[5.892, 32.738, -18.904], [7.188, 32.418, -19.542], [7.279, 32.924, -20.825], [8.824, 32.914, -21.210], [9.257, 31.579, -21.513], [10.731, 31.351, -21.545], [11.515, 32.237, -22.583], [11.393, 33.687, -22.287], [12.394, 34.163, -21.387], [5.821, 33.826, -18.920], [5.828, 32.443, -17.857], [5.102, 32.354, -19.549], [6.995, 33.976, -20.797], [6.689, 32.345, -21.535], [9.399, 33.294, -20.366], [8.959, 33.654, -22.000], [8.842, 30.936, -20.855], [10.985, 30.340, -21.866], [11.160, 31.475, -20.551], [11.136, 32.079, -23.593], [12.532, 31.849, -22.641], [12.414, 33.564, -20.477], [12.282, 35.207, -21.094], [13.388, 34.231, -21.829], [15.692, 34.336, -29.382], [16.544, 35.197, -28.631], [17.863, 35.295, -29.188], [18.539, 36.352, -28.301], [18.846, 35.794, -26.991], [19.944, 34.838, -26.981], [21.184, 35.017, -26.054], [20.818, 35.495, -24.769], [21.985, 35.764, -23.955], [14.706, 34.348, -28.917], [16.209, 33.379, -29.317], [15.433, 34.711, -30.372], [17.794, 35.437, -30.267], [18.439, 34.374, -29.102], [17.748, 37.098, -28.227], [19.458, 36.613, -28.827], [17.994, 35.293, -26.781], [20.418, 34.728, -27.957], [19.519, 33.847, -26.825], [21.766, 35.805, -26.532], [21.742, 34.081, -26.005], [21.610, 36.040, -22.970], [22.493, 36.580, -24.469], [22.703, 34.944, -23.997], [15.700, 38.231, -32.580], [14.292, 37.858, -32.780], [13.865, 38.075, -34.144], [12.271, 38.125, -34.050], [11.613, 36.827, -33.678], [11.918, 35.858, -34.735], [11.237, 34.509, -34.488], [12.059, 33.926, -33.516], [11.400, 32.817, -32.904], [15.677, 39.317, -32.663], [16.461, 37.883, -33.279], [15.975, 37.993, -31.552], [14.297, 37.334, -34.818], [14.203, 39.067, -34.445], [11.743, 38.498, -34.927], [12.012, 38.900, -33.328], [11.939, 36.271, -32.901], [12.999, 35.728, -34.789], [11.458, 36.272, -35.633], [11.162, 33.776, -35.291], [10.198, 34.614, -34.173], [11.275, 31.957, -33.562], [10.490, 33.134, -32.393], [12.035, 32.472, -32.088], [0.844, 35.990, -25.202], [0.822, 35.632, -26.583], [1.001, 34.196, -26.775], [0.901, 33.890, -28.257], [1.860, 34.579, -29.046], [3.182, 33.958, -28.849], [4.207, 34.603, -29.801], [5.560, 34.140, -29.706], [6.420, 34.864, -30.519], [0.492, 37.009, -25.043], [1.903, 36.131, -24.984], [0.434, 35.247, -24.519], [0.236, 33.675, -26.200], [2.018, 33.988, -26.443], [-0.045, 34.196, -28.703], [1.007, 32.808, -28.325], [1.772, 35.513, -28.673], [3.221, 32.876, -28.976], [3.504, 34.188, -27.834], [4.269, 35.663, -29.556], [3.907, 34.585, -30.849], [6.448, 35.917, -30.242], [6.150, 34.745, -31.569], [7.468, 34.598, -30.383], [17.886, 30.592, -20.719], [17.165, 31.798, -20.850], [16.703, 32.130, -22.122], [16.728, 33.631, -22.183], [18.052, 34.040, -22.571], [18.322, 35.540, -22.570], [17.349, 36.382, -23.440], [16.057, 36.422, -22.831], [15.058, 37.171, -23.539], [17.318, 29.736, -21.084], [18.128, 30.444, -19.666], [18.728, 30.539, -21.409], [15.648, 31.856, -22.124], [17.159, 31.676, -23.001], [16.566, 33.966, -21.158], [15.939, 34.024, -22.825], [18.748, 33.641, -21.957], [19.353, 35.676, -22.898], [18.324, 35.872, -21.532], [17.247, 35.955, -24.438], [17.811, 37.363, -23.335], [15.576, 38.005, -24.012], [14.338, 37.470, -22.778], [14.637, 36.530, -24.313], [18.722, 28.372, -30.587], [19.021, 28.705, -29.220], [18.399, 29.906, -28.818], [16.958, 29.688, -28.263], [16.307, 30.950, -27.808], [17.011, 31.625, -26.671], [16.173, 32.652, -25.865], [14.806, 32.147, -25.578], [13.886, 33.078, -25.054], [19.414, 28.917, -31.229], [17.667, 28.524, -30.814], [18.873, 27.307, -30.764], [18.347, 30.603, -29.653], [19.070, 30.481, -28.180], [16.796, 28.936, -27.490], [16.369, 29.416, -29.139], [15.421, 30.682, -27.404], [17.726, 32.182, -27.275], [17.575, 30.888, -26.100], [16.097, 33.499, -26.547], [16.750, 32.794, -24.951], [14.075, 33.203, -23.987], [12.929, 32.577, -25.203], [13.997, 33.999, -25.626], [8.139, 41.635, -29.320], [8.767, 42.451, -28.360], [9.425, 41.833, -27.287], [10.132, 42.912, -26.331], [9.299, 44.035, -25.919], [9.833, 44.805, -24.813], [11.008, 45.702, -25.227], [10.610, 46.587, -26.244], [10.926, 47.959, -25.896], [7.429, 42.278, -29.841], [7.632, 40.762, -28.910], [8.807, 41.192, -30.058], [10.113, 41.091, -27.691], [8.760, 41.128, -26.788], [11.043, 43.254, -26.821], [10.431, 42.322, -25.465], [9.331, 44.658, -26.713], [10.056, 44.158, -23.965], [9.044, 45.480, -24.480], [11.829, 45.102, -25.621], [11.383, 46.247, -24.361], [10.490, 48.348, -24.976], [10.793, 48.713, -26.672], [12.009, 47.997, -25.773], [11.820, 43.475, -30.988], [12.653, 42.289, -31.030], [12.476, 41.343, -30.041], [13.281, 40.010, -30.251], [12.626, 39.008, -29.484], [13.625, 37.893, -29.228], [12.819, 36.719, -28.787], [11.637, 36.569, -29.622], [11.906, 35.696, -30.675], [12.137, 44.277, -31.654], [11.739, 43.898, -29.986], [10.776, 43.278, -31.232], [11.428, 41.048, -29.999], [12.733, 41.831, -29.101], [14.340, 40.166, -30.042], [13.261, 39.676, -31.288], [11.782, 38.827, -30.009], [14.384, 38.301, -28.560], [14.194, 37.569, -30.099], [12.506, 36.851, -27.751], [13.464, 35.860, -28.602], [12.281, 34.746, -30.295], [12.595, 36.104, -31.414], [10.920, 35.642, -31.136], [15.253, 23.003, -25.127], [13.806, 23.192, -25.183], [13.203, 23.590, -23.939], [11.757, 24.005, -24.204], [11.693, 25.468, -24.390], [10.357, 25.869, -24.728], [10.259, 27.339, -25.118], [10.144, 27.477, -26.557], [10.604, 28.779, -27.049], [15.718, 22.491, -25.970], [15.454, 22.380, -24.255], [15.768, 23.957, -25.009], [13.815, 24.416, -23.577], [13.274, 22.687, -23.333], [11.121, 23.670, -23.385], [11.383, 23.408, -25.036], [12.183, 25.680, -25.247], [9.731, 25.817, -23.837], [9.824, 25.195, -25.399], [11.040, 27.902, -24.607], [9.352, 27.775, -24.700], [10.357, 29.041, -28.078], [11.684, 28.787, -26.901], [10.228, 29.618, -26.464], [10.610, 36.521, -24.161], [11.355, 35.328, -24.481], [9.534, 36.352, -24.124], [10.833, 36.924, -23.173], [10.694, 37.220, -24.994], [11.430, 34.797, -23.686], [8.271, 37.692, -33.980], [9.105, 38.260, -32.936], [7.231, 38.018, -33.968], [8.605, 37.816, -35.010], [8.312, 36.627, -33.753], [9.847, 37.652, -32.903], [4.735, 32.582, -25.243], [5.657, 33.442, -24.521], [4.855, 32.745, -26.314], [4.792, 31.526, -24.980], [3.792, 33.025, -24.923], [6.473, 32.946, -24.412], [8.501, 30.845, -29.743], [9.859, 30.951, -30.138], [8.049, 30.057, -30.346], [8.458, 30.588, -28.685], [7.921, 31.756, -29.889], [10.341, 31.457, -29.480], [12.692, 31.497, -28.188], [11.398, 31.888, -27.760], [13.167, 31.084, -27.299], [12.523, 30.887, -29.075], [13.251, 32.412, -28.390], [11.465, 32.839, -27.644], [7.678, 30.248, -24.798], [7.889, 31.655, -24.379], [7.633, 30.161, -25.884], [8.467, 29.575, -24.462], [6.742, 29.836, -24.421], [8.468, 31.692, -23.614], [13.138, 39.936, -26.405], [11.949, 39.405, -26.836], [12.914, 40.480, -25.487], [13.875, 39.156, -26.212], [13.581, 40.615, -27.133], [12.081, 38.980, -27.687], [5.101, 36.920, -26.828], [4.203, 37.843, -27.235], [4.497, 36.363, -26.111], [5.503, 36.226, -27.565], [5.873, 37.506, -26.329], [4.040, 38.490, -26.545], [8.841, 34.564, -26.813], [10.013, 35.370, -27.390], [11.203, 34.573, -27.145], [7.871, 35.033, -26.981], [8.959, 34.571, -25.730], [8.817, 33.560, -27.237], [10.079, 36.383, -26.993], [9.866, 35.447, -28.467], [11.354, 34.717, -26.208], [6.316, 40.079, -24.475], [4.998, 39.672, -23.764], [3.997, 39.523, -24.745], [6.550, 39.395, -25.290], [7.182, 40.029, -23.814], [6.267, 41.099, -24.857], [4.752, 40.456, -23.047], [5.027, 38.721, -23.233], [3.202, 39.950, -24.416]],
  "forces_ev_per_angstrom": [[1.404, 0.544, -1.413], [-1.393, -0.741, 2.321], [2.250, 0.629, -0.357], [-1.736, 0.510, 0.810], [1.158, -0.896, -1.491], [-0.106, 1.144, -0.843], [-1.283, 0.326, 1.049], [0.978, -1.056, -0.205], [0.453, 0.031, 0.212], [-0.177, 0.206, 0.031], [0.326, -0.542, -0.361], [-0.217, -0.262, 0.350], [-0.337, 0.174, -0.412], [-0.124, 0.106, -0.266], [-0.156, 0.362, 0.403], [0.112, -0.451, -0.391], [-0.033, -0.033, 0.085], [-0.445, -0.239, 0.095], [0.212, 0.206, 0.199], [-0.444, 0.278, 0.050], [0.370, 0.551, 0.406], [0.113, -0.056, 0.004], [-1.051, 0.008, -0.108], [0.216, -0.746, -0.324], [0.200, 0.202, 0.848], [0.010, 0.248, -0.541], [-0.532, -0.162, 0.614], [-0.065, -1.024, -1.265], [0.186, 0.392, -0.022], [0.398, -1.240, 0.212], [-1.577, 1.547, -0.010], [0.558, -0.812, 0.464], [-0.940, 0.242, -1.691], [0.253, -0.491, 0.548], [-0.782, -0.526, -0.683], [0.775, -0.041, -0.486], [0.030, 0.786, -0.130], [-0.190, -0.589, 0.251], [0.671, 0.685, 0.150], [-0.041, 0.805, 0.279], [-0.017, -0.047, 0.682], [-0.083, 0.216, -0.433], [0.046, -0.198, 0.378], [0.612, 0.003, -0.055], [0.093, -0.106, -0.037], [0.402, -0.145, -0.055], [0.222, 0.498, 0.456], [-0.203, -0.386, 0.536], [-1.658, 0.981, 0.225], [1.570, -0.598, -0.745], [-1.565, 0.674, 1.267], [0.860, -1.016, 0.972], [0.115, -0.189, -1.034], [-1.776, -0.054, -1.103], [0.794, 0.300, 0.059], [-0.594, -1.029, 1.220], [0.974, 0.196, 1.002], [0.415, 0.254, 0.061], [-0.434, -0.634, -0.234], [-0.106, -0.262, -0.134], [-0.164, -0.098, -0.002], [0.056, 0.159, -0.233], [0.453, -0.364, -0.489], [0.231, -0.209, 0.437], [0.450, 1.319, 0.688], [-0.067, -0.313, -0.556], [0.562, 0.015, -0.510], [0.314, 0.452, -0.870], [-0.139, 0.408, 0.514], [-0.342, 0.190, -0.324], [-0.395, -0.087, -0.412], [0.231, -0.002, -0.069], [1.745, 0.466, -0.676], [-1.041, -0.872, 0.112], [-0.168, 1.779, 0.036], [-1.191, -0.462, 0.393], [1.028, -1.033, -0.763], [1.346, 1.462, -0.154], [0.505, 1.003, -0.076], [-0.669, -1.177, 0.983], [0.447, 0.658, -0.149], [-0.835, -0.270, -0.282], [0.362, -0.402, 0.604], [-0.359, 0.073, -0.154], [0.116, -0.246, 0.120], [-0.057, -0.503, 0.356], [-0.539, -0.302, 0.613], [-0.075, -0.115, -0.390], [0.960, 0.546, -0.280], [-0.659, -0.018, -0.126], [0.494, -0.302, 0.184], [-0.353, 0.390, 0.109], [-0.372, -0.412, -0.135], [-0.495, 0.437, -0.164], [0.033, 0.162, -0.238], [-0.134, -0.787, 0.128], [-0.528, -0.348, -0.810], [1.392, -0.642, 0.823], [-1.914, 0.478, 0.052], [0.589, 0.008, 0.449], [0.833, 2.084, -1.501], [-0.875, -1.762, -0.015], [0.282, -0.807, 1.669], [-0.010, -0.087, 0.420], [1.515, -0.705, 0.291], [-0.632, -0.232, 0.337], [0.221, 0.116, -0.248], [0.675, 0.477, 0.366], [-0.364, -0.394, -0.375], [0.598, -0.231, 0.273], [-0.749, 0.175, 0.212], [0.330, 0.094, -0.123], [-0.121, -0.269, 0.128], [-0.248, -0.003, -0.470], [-0.475, 0.490, 0.192], [0.434, 0.357, -0.262], [-0.191, 0.422, -0.962], [-0.444, 0.433, -0.038], [-0.123, 0.133, -0.389], [-0.414, 0.112, -0.093], [0.180, -0.248, 0.668], [-0.321, -0.327, -0.357], [-0.440, 0.393, 0.237], [-0.215, 1.318, -0.434], [-0.118, 0.122, 0.882], [-0.185, -0.329, -1.726], [-0.991, -1.752, -0.710], [2.326, -0.527, -0.631], [0.742, -0.619, -0.421], [-0.317, 0.191, -0.280], [0.029, 0.467, -0.161], [0.308, -0.029, 0.375], [-0.475, -0.024, -0.478], [0.041, -0.604, 0.738], [0.840, -0.382, -0.023], [-0.103, -0.430, 0.063], [-0.428, -0.121, -0.300], [0.614, 0.554, 0.840], [-0.157, -0.002, 0.596], [-0.167, 0.549, 0.505], [-0.254, 0.718, 0.110], [-0.117, 0.448, 0.149], [-0.261, 0.506, 0.013], [-0.500, 0.369, 0.264], [0.005, -0.120, 0.044], [-0.141, 0.861, -0.126], [0.421, 0.110, 0.114], [-0.639, -1.725, -0.836], [-0.010, -0.598, -0.503], [0.003, 0.594, -0.240], [0.173, -0.733, 0.588], [-0.634, 1.968, -0.058], [1.295, -0.454, -0.255], [-0.043, -0.171, 0.012], [-0.351, 0.108, 0.494], [0.550, 0.241, -0.122], [1.040, 0.368, 0.059], [-0.678, 0.510, 0.777], [0.229, -0.102, -0.219], [0.071, 0.078, 0.197], [-0.654, 0.236, -0.202], [0.292, -0.073, -0.052], [-0.151, 0.064, 0.097], [0.196, -0.158, 0.047], [0.037, 0.042, 0.141], [-0.429, -0.445, 0.083], [-0.813, -0.661, -0.459], [0.276, 0.000, 0.373], [-0.326, -0.793, 0.740], [0.246, 1.740, -1.961], [-0.148, -0.584, 0.329], [-0.327, 2.463, -1.047], [1.987, -0.639, 0.987], [-1.621, 0.699, -1.361], [-0.607, 0.174, 1.736], [2.178, 0.030, 1.600], [-0.849, 0.053, -0.341], [0.620, -0.521, -0.118], [0.464, -0.035, 0.339], [-0.098, -0.534, -0.286], [-0.372, -0.065, 0.180], [0.025, -0.402, 0.572], [0.001, -0.135, 0.553], [0.045, 0.532, -0.468], [0.084, -1.247, 0.212], [-0.287, -0.283, 0.529], [-0.101, 0.370, -0.680], [-0.725, 0.426, -0.036], [-0.286, -0.588, -1.044], [-0.158, -0.282, -0.198], [0.453, 0.039, 0.309], [0.114, -0.766, -0.406], [-1.189, 0.186, 1.116], [1.063, -0.087, -1.353], [0.718, -0.740, -1.128], [0.896, 0.125, 0.373], [-0.132, -0.921, -0.578], [-1.495, 0.850, 1.123], [-1.017, -0.094, -1.006], [0.675, 1.134, -0.038], [0.347, -0.465, 1.263], [-0.884, 0.056, -0.382], [0.261, -0.015, 0.216], [-0.050, 0.184, 0.100], [-0.304, 0.072, 0.646], [-0.131, 0.242, 0.705], [0.041, 0.497, 0.391], [0.067, 0.143, -0.535], [0.825, -0.128, -0.101], [0.095, -0.228, 0.481], [0.168, 0.128, -0.720], [0.681, 0.053, -0.592], [-0.294, -0.191, 0.067], [-0.163, -0.892, -0.085], [0.210, 0.165, -0.315], [-0.318, -0.082, 0.320], [-0.599, -0.536, -0.412], [-0.255, 1.239, -0.251], [-0.253, -0.578, 0.013], [0.605, 0.235, -0.211], [0.673, 0.240, 0.355], [-0.145, -0.546, 0.436], [0.519, -0.815, 0.910], [-1.196, 0.588, -1.020], [0.185, 0.302, 0.571], [0.529, 0.367, 0.029], [-0.545, -0.297, -0.476], [0.573, -0.140, -0.111], [0.293, 1.765, 0.718], [-0.473, -0.726, -0.295], [0.014, -0.275, -0.127], [0.101, 0.045, 0.077], [-0.420, -0.567, -0.322], [0.503, -0.211, -0.066], [0.250, -0.124, 0.165], [-0.078, -0.039, -0.619], [0.004, -0.026, 0.125], [-0.263, -0.169, 0.101], [0.074, 0.227, -0.106], [0.058, 0.205, 0.523], [-0.465, 0.683, 0.629], [-0.590, -0.106, -0.254], [0.423, -0.838, -0.539], [0.854, -0.364, 0.185], [0.342, -0.151, -0.555], [-0.731, 0.722, 0.426], [0.202, 0.902, 0.463], [-0.551, -1.588, -1.173], [0.132, 0.482, -0.008], [0.164, 0.373, 0.143], [-0.133, 0.309, 0.250], [0.174, -0.435, 0.572], [0.600, 0.279, 0.317], [-1.553, -0.496, 0.589], [0.329, 0.071, 0.060], [0.290, -0.115, 0.307], [0.075, 0.302, -0.126], [0.070, 0.280, -0.761], [0.330, -0.646, 2.329], [-2.070, 2.062, -2.992], [0.971, -1.041, 0.626], [-0.173, 0.434, -0.416], [0.823, -0.866, 0.248], [0.125, -0.014, 0.262], [0.049, 1.024, 0.318], [-0.837, -1.649, -0.587], [-0.245, 1.018, -0.762], [-0.048, 0.117, -0.272], [-0.030, -0.586, 0.097], [0.110, 0.001, 0.223], [0.222, -0.059, 0.152], [0.373, 0.079, 0.063], [0.365, -0.124, 0.751], [-0.244, -0.537, 0.498], [1.264, 0.237, -0.274], [-0.773, 0.363, -0.444], [-0.218, 0.035, -0.123], [-0.104, 0.022, 0.285], [-0.183, -0.083, -0.073], [-0.186, 0.026, 0.064], [0.603, 0.000, 0.172], [-0.141, -0.092, -0.218]],
  "lowdin_charge": [-0.0505, -0.2108, -0.2280, -0.1945, -0.0644, -0.1553, -0.1396, -0.2473, -0.0805, 0.0763, 0.0846, 0.0847, 0.1165, 0.1207, 0.1157, 0.1100, 0.1127, 0.1123, 0.1077, 0.1168, 0.1082, 0.0896, 0.0913, 0.0746, -0.0923, -0.2264, -0.2151, -0.1902, -0.0336, -0.1968, -0.2097, -0.2234, -0.0802, 0.0539, 0.0825, 0.0898, 0.1183, 0.1050, 0.1158, 0.1192, 0.0774, 0.1078, 0.1014, 0.1133, 0.1213, 0.0825, 0.0813, 0.0823, -0.0732, -0.2392, -0.1766, -0.1342, -0.0587, -0.1925, -0.2222, -0.2019, -0.0960, 0.0815, 0.0844, 0.0710, 0.1061, 0.1125, 0.1153, 0.1032, 0.0420, 0.1103, 0.1206, 0.1217, 0.1138, 0.0924, 0.0838, 0.0804, -0.1056, -0.2067, -0.1880, -0.2442, -0.0499, -0.1788, -0.2037, -0.2007, -0.1439, 0.0837, 0.0740, 0.0845, 0.1205, 0.0963, 0.1207, 0.1189, 0.1078, 0.1265, 0.0905, 0.1067, 0.1195, 0.0860, 0.0877, 0.0775, -0.1038, -0.1845, -0.2500, -0.2421, -0.0452, -0.1468, -0.1886, -0.2438, -0.0780, 0.0794, 0.0912, 0.0834, 0.1146, 0.1197, 0.1250, 0.0927, 0.1031, 0.0770, 0.1112, 0.1142, 0.1215, 0.0798, 0.0886, 0.0762, -0.0919, -0.1867, -0.2349, -0.1710, -0.0646, -0.1852, -0.1258, -0.2190, -0.0940, 0.0873, 0.0805, 0.0843, 0.1149, 0.1097, 0.1187, 0.1049, 0.0708, 0.0867, 0.1128, 0.1011, 0.0973, 0.0646, 0.0846, 0.0933, -0.1091, -0.2015, -0.1937, -0.1711, -0.0584, -0.2058, -0.2439, -0.1862, -0.0922, 0.0897, 0.0838, 0.0714, 0.0896, 0.1047, 0.1000, 0.1093, 0.0968, 0.1159, 0.1129, 0.1146, 0.1121, 0.0858, 0.0824, 0.0793, -0.0740, -0.1839, -0.2187, -0.1959, -0.0591, -0.1517, -0.2015, -0.1762, -0.1032, 0.0825, 0.0768, 0.0792, 0.1094, 0.1143, 0.1226, 0.1012, 0.1238, 0.1226, 0.0932, 0.1100, 0.0983, 0.0975, 0.0720, 0.1008, -0.0874, -0.2241, -0.2099, -0.1983, -0.0547, -0.2439, -0.2091, -0.1853, -0.0773, 0.0807, 0.0756, 0.0786, 0.1172, 0.1158, 0.1168, 0.1185, 0.1151, 0.1134, 0.1227, 0.1213, 0.0869, 0.0763, 0.0797, 0.0655, -0.1068, -0.1411, 0.0730, 0.0809, 0.0708, 0.0288, -0.1443, -0.1476, 0.0731, 0.0658, 0.0621, 0.0075, -0.1267, -0.1494, 0.0660, 0.0704, 0.0641, 0.0081, -0.1461, -0.1375, 0.0811, 0.0639, 0.0662, 0.0235, -0.1278, -0.1568, 0.0610, 0.0886, 0.0739, 0.0223, -0.0830, -0.1459, 0.0757, 0.0478, 0.0725, 0.0271, -0.1900, -0.1374, 0.0811, 0.0654, 0.0684, 0.0141, -0.1896, -0.1201, 0.0794, 0.0690, 0.0685, 0.0443, -0.0500, -0.2525, -0.1141, 0.0667, 0.0600, 0.0769, 0.1048, 0.0984, 0.0321, -0.0695, -0.2945, -0.0897, 0.0516, 0.0690, 0.0762, 0.1079, 0.1083, 0.0917],
  "max_force_ev_per_a": 4.18,
  "lumo_energy_ev": 0.44
}